Here is a molecular structure, C27H43BrIrN2P2 in a non-equilibrium geometry from the Open Molecules 2025 dataset. Energies are from wB97M-V/def2-TZVPD.

```
76
Properties=species:S:1:pos:R:3:forces:R:3:lowdin_spin:R:1
N 0.8867 -3.9230 -8.5407 0.0 0.3 0.6 0.0342
C 0.4827 -4.7738 -7.5989 0.7 0.5 -1.9 0.2284
C 0.5325 -4.4962 -6.2259 0.3 1.2 2.5 0.2657
C 0.9531 -3.2392 -5.7272 0.7 0.3 -1.2 0.0104
C 1.3898 -2.3511 -6.7529 -0.3 0.3 2.1 0.3053
C 1.3328 -2.7399 -8.1128 -0.1 -0.7 -2.3 0.2299
C 0.8574 -2.8706 -4.2976 0.3 -0.2 -0.2 0.1273
Ir 0.0705 -0.9719 0.2397 -0.9 2.4 -2.5 1.6708
P -2.7180 2.3944 3.4357 -1.4 -1.2 -2.2 0.6015
C 1.0316 -1.6205 -3.7477 0.2 -1.0 -0.7 -0.0713
C 0.2509 -1.1685 -2.6180 -0.6 -0.4 0.8 0.1011
C 0.1772 0.1934 -2.2555 -0.3 1.4 -1.4 0.2019
C -0.9032 0.7364 -1.5159 -0.4 -1.2 0.1 0.0365
C -1.9384 -0.1353 -1.0070 2.1 -1.7 0.2 0.0647
C -1.5172 -1.5683 -0.9046 -3.5 0.8 -1.5 0.0544
C -0.6076 -2.0285 -1.9252 -0.3 -0.6 0.7 0.1097
Br -3.6931 0.3633 -0.5799 0.8 0.0 0.1 0.0244
H 0.5979 -3.7527 -3.6989 -0.6 0.6 0.0 0.0038
H 1.7254 -0.9203 -4.2180 -0.7 0.2 -0.2 -0.0033
H 0.1986 -5.2600 -5.5403 -0.1 -0.2 0.1 0.0091
H 1.7591 -1.3447 -6.5112 -0.1 -0.5 -0.2 0.0103
H 0.1229 -5.7189 -7.9487 -0.3 -0.5 -0.1 0.0067
H 1.6627 -2.0675 -8.9328 -0.1 -0.3 0.8 0.0049
H 0.8646 0.8282 -2.8323 -0.5 0.1 0.7 0.0076
H -0.6660 -3.0736 -2.2081 0.2 0.0 0.4 0.0034
H -1.0555 1.7923 -1.3230 0.3 0.1 -0.5 0.0002
H -2.2794 -2.2162 -0.4351 0.6 0.0 -0.7 0.0053
P 1.7224 0.5536 0.7308 2.9 1.2 -0.9 0.1440
C -4.4071 1.6471 3.3680 -0.3 0.4 1.3 0.0979
C -5.4998 2.7073 3.1346 -0.2 -0.2 -0.1 0.0033
H -4.6125 1.1474 4.3316 0.2 0.0 -0.4 -0.0001
H -4.3341 0.8630 2.5897 0.1 0.4 0.1 0.0237
H -6.4499 2.2328 2.8806 0.2 -0.1 0.0 0.0003
H -5.7022 3.2922 4.0353 0.2 -0.1 -0.1 0.0011
H -5.2631 3.3889 2.3212 0.0 0.1 -0.1 0.0004
C -2.4654 3.0542 1.7526 -0.1 0.6 0.2 0.0832
C -2.1944 4.5569 1.9749 0.2 0.5 -0.3 0.0287
H -3.3807 2.9043 1.1572 0.2 0.0 0.4 0.0066
H -1.6473 2.5175 1.2401 -0.1 0.2 0.4 0.0061
H -1.9229 5.0581 1.0468 0.0 0.0 0.0 0.0017
H -3.0794 5.0887 2.3597 0.3 -0.3 0.0 0.0019
H -1.3677 4.7093 2.6808 -0.2 0.0 -0.1 0.0043
C -1.5471 1.1050 3.8139 0.9 0.2 0.7 0.0823
C -1.4792 1.1364 5.3554 0.2 -0.3 0.8 0.0276
H -0.5538 1.3306 3.3894 -0.4 0.1 0.0 0.0003
H -1.8995 0.1559 3.3924 -0.1 0.1 0.1 0.0154
H -0.5136 0.8376 5.7642 0.1 0.0 -0.3 0.0013
H -1.6595 2.1400 5.7683 0.1 -0.2 -0.2 0.0110
H -2.2117 0.4856 5.8229 -0.2 -0.1 -0.1 0.0005
C 2.6566 0.6599 2.3130 -0.3 -0.1 0.7 0.0270
C 4.1749 0.4834 2.2517 0.6 -0.1 0.0 0.0078
H 2.2157 -0.0584 3.0148 0.2 0.2 0.0 0.0009
H 2.4466 1.6675 2.6987 -0.2 -0.3 0.0 0.0006
H 4.4750 -0.5593 2.1027 -0.1 0.2 -0.2 0.0003
H 4.6826 1.1232 1.5177 -0.3 -0.2 0.0 0.0002
H 4.6254 0.7640 3.2091 -0.3 0.0 0.0 0.0021
C 1.5283 2.3022 0.3151 -0.1 0.9 0.0 0.0204
C 1.9750 2.8049 -1.0556 -0.2 0.2 -0.5 0.0038
H 2.0919 2.8601 1.0742 -0.2 -0.1 -0.1 0.0022
H 0.4677 2.5401 0.4856 0.2 0.1 0.0 0.0036
H 3.0431 2.6388 -1.2643 -0.4 -0.1 0.1 0.0000
H 1.3610 2.3692 -1.8536 0.4 0.2 0.2 0.0005
H 1.8044 3.8883 -1.1214 0.1 -0.3 0.1 0.0012
C 2.9081 -0.2324 -0.4714 0.0 0.8 -0.1 0.0175
C 2.8835 -1.7379 -0.2629 -0.3 -0.6 0.1 0.0582
H 3.9094 0.1845 -0.3832 0.1 -0.1 0.3 0.0021
H 2.6264 0.0424 -1.4957 -0.3 -0.1 0.3 0.0005
H 3.0590 -2.2698 -1.2078 0.2 0.0 0.4 0.0022
H 3.5868 -2.0608 0.5269 -0.3 0.0 -0.5 0.0037
H 1.8622 -2.0955 0.0737 1.0 0.0 -0.4 0.0159
C 0.4122 -2.9481 4.1754 0.2 1.0 0.6 0.0191
C 0.4791 -2.1353 2.9696 -0.3 -0.8 -3.0 0.1232
N 0.4464 -1.8204 1.8338 -0.1 -3.0 6.8 0.0907
H 0.1328 -2.2747 5.0072 0.2 -0.6 -0.1 0.0052
H 1.4131 -3.3559 4.3534 -0.1 0.0 0.1 0.0037
H -0.3164 -3.7597 4.0658 0.1 0.2 -0.1 0.0031
```
Forces are in eV/Å.

The lowest unoccupied orbital energy (alpha / beta) comes out at -0.4371 / -0.5265 Eh. Its orbital gap (alpha / beta) is 5.63 / 5.14 eV. As for the total charge: +4. Its multiplicity is 6.

=====

Here is 2 unconnected molecules or ions with the total composition C6H10 in a non-equilibrium geometry from the Open Molecules 2025 dataset. Energies are from wB97M-V/def2-TZVPD.

```
16
Properties=species:S:1:pos:R:3:forces:R:3:nbo_charge:R:1
C -0.0623 -1.3621 -0.2637 -0.1 0.0 -0.1 -0.3968
C -0.8408 -0.6675 0.8532 -0.5 0.4 -0.6 -0.4271
C -1.1243 0.8353 0.4464 -0.8 0.7 -1.1 -0.3106
C 0.0950 1.5051 0.0451 0.3 0.2 -0.2 -0.2359
C 1.1912 0.8606 -0.3726 -0.1 0.2 0.1 -0.2319
C 1.2671 -0.6410 -0.5483 0.0 0.0 0.1 -0.4330
H -0.7062 -1.3409 -1.1495 0.2 -0.1 0.0 0.2009
H 0.1379 -2.4162 -0.0306 -0.1 0.2 0.0 0.2082
H -0.2081 -0.7034 1.7798 -0.5 0.7 -0.6 0.2184
H -1.7455 -1.2211 1.1273 0.0 0.2 -0.3 0.2159
H -1.8536 1.3141 1.0737 0.5 0.4 0.9 0.2249
H -1.7090 1.7747 -0.6373 0.1 -3.5 1.3 0.1340
H -0.1521 2.5422 -0.1881 1.2 0.4 0.5 0.2086
H 2.0704 1.4363 -0.6452 -0.1 0.0 -0.3 0.2053
H 2.0641 -1.0420 0.0907 -0.1 0.0 0.0 0.2042
H 1.5763 -0.8740 -1.5809 0.0 0.2 0.3 0.2150
```
Forces are in eV/Å.

The lowest unoccupied orbital energy comes out at 0.0325 Eh. Its orbital gap is 9.00 eV.

=====

Here is C3H3BrN2O in the gas phase in a non-equilibrium geometry from the Open Molecules 2025 dataset. Energies are from wB97M-V/def2-TZVPD.

```
10
Properties=species:S:1:pos:R:3:forces:R:3:nbo_charge:R:1
C -0.5134 -1.7202 0.2271 3.6 -1.7 0.9 0.2654
C 0.4610 0.1269 0.0530 -6.5 3.2 -0.3 0.2845
C -1.1001 0.2922 -0.1359 7.2 1.9 0.3 0.0222
N 0.6837 -1.1322 0.2952 -0.4 -0.7 0.1 -0.4884
N 1.2200 1.2685 0.2498 3.0 -0.1 -2.3 -0.7950
O -1.4948 -0.9252 -0.0429 -3.6 -2.2 -0.1 -0.3684
Br -1.9622 1.8531 -0.6967 -0.2 -0.8 0.1 0.1078
H -0.4714 -2.7760 0.5486 -1.5 0.7 -0.6 0.2129
H 0.9517 1.9971 -0.4587 0.1 -0.9 1.1 0.3830
H 2.2256 1.0159 -0.0396 -1.7 0.6 0.9 0.3759
```
Forces are in eV/Å.

The lowest unoccupied orbital energy comes out at 0.0233 Eh. Its orbital gap is 8.43 eV. As for the SMILES: Nc1ncoc1Br.

=====

Please write out number 2 again, unchanged.
Here is 2 unconnected molecules or ions with the total composition C6H10 in a non-equilibrium geometry from the Open Molecules 2025 dataset. Energies are from wB97M-V/def2-TZVPD.

```
16
Properties=species:S:1:pos:R:3:forces:R:3:nbo_charge:R:1
C -0.0623 -1.3621 -0.2637 -0.1 0.0 -0.1 -0.3968
C -0.8408 -0.6675 0.8532 -0.5 0.4 -0.6 -0.4271
C -1.1243 0.8353 0.4464 -0.8 0.7 -1.1 -0.3106
C 0.0950 1.5051 0.0451 0.3 0.2 -0.2 -0.2359
C 1.1912 0.8606 -0.3726 -0.1 0.2 0.1 -0.2319
C 1.2671 -0.6410 -0.5483 0.0 0.0 0.1 -0.4330
H -0.7062 -1.3409 -1.1495 0.2 -0.1 0.0 0.2009
H 0.1379 -2.4162 -0.0306 -0.1 0.2 0.0 0.2082
H -0.2081 -0.7034 1.7798 -0.5 0.7 -0.6 0.2184
H -1.7455 -1.2211 1.1273 0.0 0.2 -0.3 0.2159
H -1.8536 1.3141 1.0737 0.5 0.4 0.9 0.2249
H -1.7090 1.7747 -0.6373 0.1 -3.5 1.3 0.1340
H -0.1521 2.5422 -0.1881 1.2 0.4 0.5 0.2086
H 2.0704 1.4363 -0.6452 -0.1 0.0 -0.3 0.2053
H 2.0641 -1.0420 0.0907 -0.1 0.0 0.0 0.2042
H 1.5763 -0.8740 -1.5809 0.0 0.2 0.3 0.2150
```
Forces are in eV/Å.

The lowest unoccupied orbital energy comes out at 0.0325 Eh. Its orbital gap is 9.00 eV.